1.
{
  "formula": "C4H5I",
  "method": "wB97M-V/def2-TZVPD",
  "spin_multiplicity": 1,
  "mol_weight_g_mol": 179.99,
  "fmax_ev_per_a": 5.96,
  "charge": 0,
  "e_above_lowest_kcal_mol": 92.9,
  "elements": ["C", "C", "C", "C", "I", "H", "H", "H", "H", "H"],
  "positions_angstrom": [[-0.41190, -0.67928, -0.26519], [0.15761, -0.90686, -1.38777], [0.49383, 1.26238, 0.87070], [-0.49320, 0.19084, 0.96562], [-0.53983, -2.47868, -2.53932], [1.02211, -0.57986, -1.99866], [1.43137, 1.16244, 1.18575], [0.17203, 2.01162, 0.16308], [-1.59910, 0.50233, 1.11990], [-0.23291, -0.48493, 1.88589]]
}

2.
{
  "formula": "C4H5I",
  "method": "wB97M-V/def2-TZVPD",
  "spin_multiplicity": 1,
  "mol_weight_g_mol": 179.99,
  "fmax_ev_per_a": 2.61,
  "charge": 0,
  "e_above_lowest_kcal_mol": 78.5,
  "elements": ["C", "C", "C", "C", "I", "H", "H", "H", "H", "H"],
  "positions_angstrom": [[-1.22089, 0.32328, -0.83173], [1.00345, -0.19113, -0.03409], [-0.44726, -0.57720, -0.27074], [1.42784, 0.65445, 1.06758], [0.13663, 0.98693, 2.73056], [-0.84674, 1.26884, -0.57002], [-2.23620, 0.25511, -1.16074], [1.40102, -1.18608, 0.10670], [1.43334, 0.09476, -0.96634], [-0.65118, -1.62897, -0.07118]]
}

3.
{
  "formula": "C4H5I2N2",
  "method": "wB97M-V/def2-TZVPD",
  "spin_multiplicity": 1,
  "mol_weight_g_mol": 334.91,
  "fmax_ev_per_a": 3.92,
  "charge": 1,
  "e_above_lowest_kcal_mol": 0.0,
  "elements": ["C", "C", "C", "C", "N", "N", "I", "I", "H", "H", "H", "H", "H"],
  "positions_angstrom": [[0.79814, -0.13749, -1.16374], [-0.59064, -0.08005, -1.20138], [0.03628, 0.12949, 0.84851], [-2.41871, -0.02576, 0.52293], [1.14130, 0.03620, 0.12527], [-1.01440, 0.02745, 0.06157], [-3.45868, -1.86793, -0.21828], [-3.42134, 1.83202, 0.13636], [1.54861, -0.20038, -1.81763], [-1.18931, -0.32866, -1.97521], [-0.07848, 0.11174, 1.95023], [-2.26252, -0.30016, 1.68341], [2.05199, 0.30203, 0.50779]]
}

4.
{
  "formula": "C4H5I2NO",
  "method": "wB97M-V/def2-TZVPD",
  "spin_multiplicity": 1,
  "mol_weight_g_mol": 336.90,
  "fmax_ev_per_a": 3.44,
  "charge": 0,
  "e_above_lowest_kcal_mol": 69.0,
  "elements": ["C", "C", "C", "C", "N", "O", "I", "I", "H", "H", "H", "H", "H"],
  "positions_angstrom": [[-0.77341, 1.96329, 1.22183], [-0.05103, 1.36354, 1.93954], [0.02066, -0.99053, -0.61904], [0.94855, -0.06726, -0.87624], [-1.27201, -1.03433, -1.12189], [0.42694, -2.04540, 0.11035], [0.74122, 1.64769, -2.07894], [2.94153, -0.22304, 0.02873], [-1.26124, 2.47562, 0.45896], [1.15171, -2.00824, 0.71837], [0.45820, 0.80828, 2.66050], [-1.44208, -0.50609, -1.99252], [-1.88905, -1.38353, -0.44967]]
}

5.
{
  "formula": "C4H5I3",
  "method": "wB97M-V/def2-TZVPD",
  "spin_multiplicity": 1,
  "mol_weight_g_mol": 433.80,
  "fmax_ev_per_a": 3.09,
  "charge": 0,
  "e_above_lowest_kcal_mol": 0.0,
  "elements": ["C", "C", "C", "C", "I", "I", "I", "H", "H", "H", "H", "H"],
  "positions_angstrom": [[0.19827, -0.15020, 0.07190], [-0.15790, 0.06749, -1.45292], [1.37122, 0.69782, 0.28993], [2.60945, 0.21854, 0.28140], [-1.34711, 1.84012, -1.92912], [3.17938, -1.85573, 0.26292], [4.31208, 1.53118, 0.29891], [-0.67258, -0.08209, 0.78618], [0.45761, -1.30951, 0.13958], [-0.91862, -0.66835, -1.83125], [0.77208, -0.06837, -1.96932], [1.33222, 1.77440, 0.30682]]
}

6.
{
  "formula": "C4H5IN2",
  "method": "wB97M-V/def2-TZVPD",
  "spin_multiplicity": 1,
  "mol_weight_g_mol": 208.00,
  "fmax_ev_per_a": 2.03,
  "charge": 0,
  "e_above_lowest_kcal_mol": 99.5,
  "elements": ["C", "C", "C", "C", "N", "N", "I", "H", "H", "H", "H", "H"],
  "positions_angstrom": [[-1.27619, 1.30881, -0.64670], [-0.17562, -0.88373, 1.94286], [1.96929, -0.05489, -1.67701], [-1.33207, 0.46780, 0.44718], [-1.25470, 1.99551, -1.57291], [-0.28716, 0.07687, 1.10657], [-3.35092, -0.19600, 0.88820], [0.76231, -0.98606, 2.46466], [-0.96636, -1.60773, 2.12478], [1.85545, -0.91195, -2.30371], [2.94373, 0.27630, -1.38735], [1.11224, 0.51506, -1.38657]]
}

7.
{
  "formula": "C4H5IN2",
  "method": "wB97M-V/def2-TZVPD",
  "spin_multiplicity": 1,
  "mol_weight_g_mol": 208.00,
  "fmax_ev_per_a": 6.43,
  "smiles": "Cc1cn[nH]c1I",
  "charge": 0,
  "e_above_lowest_kcal_mol": 37.9,
  "elements": ["C", "C", "C", "N", "N", "C", "I", "H", "H", "H", "H", "H"],
  "positions_angstrom": [[0.85131, 1.61960, 0.02273], [0.33273, 0.24641, -0.04222], [0.92446, -1.01366, 0.06105], [0.11762, -2.05370, 0.11004], [-1.07886, -1.58506, -0.14096], [-1.21859, -0.27583, -0.13770], [-3.09138, 0.61407, -0.11507], [0.47189, 2.33505, 0.70875], [1.83168, 1.55183, 0.42172], [0.76393, 2.12252, -0.90868], [1.94108, -1.23084, 0.25613], [-1.84585, -2.33038, -0.23579]]
}

8.
{
  "formula": "C4H5IrO5",
  "method": "wB97M-V/def2-TZVPD",
  "s_squared": 8.76,
  "spin_multiplicity": 6,
  "mol_weight_g_mol": 325.30,
  "fmax_ev_per_a": 3.79,
  "charge": 1,
  "e_above_lowest_kcal_mol": 15.1,
  "elements": ["O", "O", "C", "C", "O", "C", "Ir", "H", "H", "H", "H", "H", "O", "C", "O"],
  "positions_angstrom": [[0.81546, -0.51509, -1.21764], [-0.19316, 1.98569, -0.02507], [-0.76884, 1.39482, 0.86910], [-1.36093, 0.02236, 0.76821], [-1.37913, -0.54197, -0.50313], [-0.25514, -1.31848, -0.87773], [0.62065, 1.37268, -1.80375], [-0.84210, 1.85770, 1.87209], [-2.39346, 0.09711, 1.14795], [-0.81342, -0.60355, 1.50154], [-0.59336, -1.89761, -1.75033], [0.03563, -1.98537, -0.04581], [2.47896, 1.00442, -0.61128], [2.23031, -0.08258, -0.12794], [2.41853, -0.79013, 0.80379]]
}

9.
{
  "formula": "C4H5Li3O2",
  "method": "wB97M-V/def2-TZVPD",
  "spin_multiplicity": 1,
  "mol_weight_g_mol": 105.90,
  "fmax_ev_per_a": 2.57,
  "charge": 0,
  "e_above_lowest_kcal_mol": 93.6,
  "elements": ["O", "C", "C", "Li", "Li", "H", "H", "C", "C", "O", "H", "H", "H", "Li"],
  "positions_angstrom": [[-0.46482, -0.54673, 1.21254], [0.01035, 0.70500, 0.80881], [1.40877, 0.71752, 0.18333], [-0.39182, -0.52462, 2.97079], [0.51992, -1.11571, -0.24843], [2.21219, -0.03529, 0.34498], [-0.74450, 1.26602, 0.21526], [1.75824, 1.98253, 1.25934], [0.38635, 1.86187, 1.93455], [2.83103, 1.79389, 2.07547], [1.80762, 2.92222, 0.66522], [-0.35752, 2.66490, 2.07509], [0.55341, 1.56817, 2.98606], [4.24070, 1.01536, 2.59667]]
}

10.
{
  "formula": "C4H5LiO2",
  "method": "wB97M-V/def2-TZVPD",
  "spin_multiplicity": 1,
  "mol_weight_g_mol": 92.02,
  "fmax_ev_per_a": 3.21,
  "charge": 0,
  "e_above_lowest_kcal_mol": 0.0,
  "elements": ["O", "C", "C", "C", "C", "O", "Li", "H", "H", "H", "H", "H"],
  "positions_angstrom": [[-2.36724, -1.18015, -1.38899], [-1.26637, -0.68424, -1.19811], [-1.11939, 0.49918, -0.29274], [0.33031, 0.63605, 0.09517], [0.93137, -0.21159, 0.97072], [2.17792, -0.21336, 1.33553], [3.75844, 0.40530, 0.98749], [-0.35637, -1.31912, -1.29774], [-1.49293, 1.39292, -0.81774], [0.93111, 1.40474, -0.40254], [0.28624, -0.97904, 1.44489], [-1.81309, 0.24930, 0.56406]]
}

11.
{
  "formula": "C4H5N",
  "method": "wB97M-V/def2-TZVPD",
  "spin_multiplicity": 1,
  "mol_weight_g_mol": 67.09,
  "fmax_ev_per_a": 3.92,
  "smiles": "C#CC.C#N",
  "charge": 0,
  "e_above_lowest_kcal_mol": 65.2,
  "elements": ["C", "C", "C", "H", "H", "H", "H", "C", "N", "H"],
  "positions_angstrom": [[0.18678, 1.35420, -1.11506], [0.77508, 0.65799, -0.35977], [1.63854, -0.17925, 0.48597], [-0.26115, 2.02628, -1.82955], [1.28170, -1.19202, 0.78249], [1.63348, 0.45809, 1.40162], [2.69214, -0.36547, 0.10040], [-2.56864, -0.87838, 0.18893], [-2.76031, -1.52093, 1.08302], [-2.61762, -0.36052, -0.73805]]
}

12.
{
  "formula": "C4H5N",
  "method": "wB97M-V/def2-TZVPD",
  "spin_multiplicity": 1,
  "mol_weight_g_mol": 67.09,
  "fmax_ev_per_a": 5.52,
  "smiles": "c1cc[nH]c1",
  "charge": 0,
  "e_above_lowest_kcal_mol": 17.7,
  "elements": ["C", "C", "C", "N", "C", "H", "H", "H", "H", "H"],
  "positions_angstrom": [[0.70009, -0.98115, 0.26505], [1.15283, 0.42234, -0.06678], [0.01818, 1.07359, -0.30539], [-1.10134, 0.23597, -0.21126], [-0.64457, -0.96721, 0.24355], [1.44571, -1.68842, 0.36379], [1.97392, 0.98280, -0.11136], [-0.17050, 2.10058, -0.48233], [-2.02001, 0.54716, -0.00182], [-1.35431, -1.72566, 0.30655]]
}

Copy entry 7 word for word.
{
  "formula": "C4H5IN2",
  "method": "wB97M-V/def2-TZVPD",
  "spin_multiplicity": 1,
  "mol_weight_g_mol": 208.00,
  "fmax_ev_per_a": 6.43,
  "smiles": "Cc1cn[nH]c1I",
  "charge": 0,
  "e_above_lowest_kcal_mol": 37.9,
  "elements": ["C", "C", "C", "N", "N", "C", "I", "H", "H", "H", "H", "H"],
  "positions_angstrom": [[0.85131, 1.61960, 0.02273], [0.33273, 0.24641, -0.04222], [0.92446, -1.01366, 0.06105], [0.11762, -2.05370, 0.11004], [-1.07886, -1.58506, -0.14096], [-1.21859, -0.27583, -0.13770], [-3.09138, 0.61407, -0.11507], [0.47189, 2.33505, 0.70875], [1.83168, 1.55183, 0.42172], [0.76393, 2.12252, -0.90868], [1.94108, -1.23084, 0.25613], [-1.84585, -2.33038, -0.23579]]
}